No. 1
Below is C33H41Ge2MnNO3S as an isolated structure, with properties calculated with ωB97M-V/def2-TZVPD.

The geometry in XYZ format:
```
82
Properties=species:S:1:pos:R:3:forces:R:3
Mn -0.12677 1.07883 -1.09459 0.3434 1.0238 0.0805
C 3.61312 2.46932 -0.55386 0.1054 0.1036 0.1977
C 2.91400 1.53806 -1.53020 -0.1209 0.1180 -0.1728
C 3.75557 1.27025 -2.76452 -0.0181 -0.0367 -0.1349
O 1.63090 2.10231 -1.90948 0.0734 -0.1641 0.1672
C 2.62259 0.25381 -0.78300 -0.3642 -0.1343 -0.0801
O 3.48243 -0.56636 -0.60401 -0.1964 0.0488 -0.1189
O 1.38678 0.09163 -0.22236 1.1199 -0.4005 0.0168
H 3.78908 3.43425 -1.03293 0.0146 -0.0383 0.0225
H 4.57623 2.04326 -0.26549 -0.0655 0.0619 -0.0220
H 3.00995 2.62867 0.34226 0.0300 0.0172 -0.0339
H 4.10301 2.21776 -3.18873 -0.0529 -0.1011 0.0415
H 3.17380 0.73056 -3.51512 0.0491 0.0066 0.0432
H 4.62849 0.67246 -2.49884 -0.0730 0.0906 -0.0183
H 1.78158 2.81561 -2.53886 -0.1431 0.0802 -0.0847
C -4.43216 -0.82180 0.08981 -0.0892 -0.0843 0.0219
C -3.27500 -1.14558 -0.87040 -0.3046 0.2346 -0.1337
Ge -1.57196 -0.52305 -0.25110 0.2102 -0.1958 -0.2811
C -0.07430 2.38992 0.55022 -0.7868 -0.0223 0.2458
C -1.00406 3.09179 1.54248 0.1698 -0.4998 -0.0782
C -1.13531 -1.31284 1.40487 0.0799 0.1422 0.3523
C 0.04053 -1.47361 2.03662 -0.1623 -0.1911 0.3408
Ge 1.79002 -1.48834 1.16277 -0.4890 0.7688 -0.1276
C 3.23136 -0.75128 2.19389 0.0455 -0.0636 0.4103
C 3.51581 -1.41612 3.55369 0.1680 0.1580 -0.0841
C 1.88844 -3.01644 0.03085 0.0803 -0.5542 0.1556
C 1.59712 -4.32008 0.79896 0.0617 -0.0738 -0.2608
C 0.06147 -1.85887 3.47202 -0.1133 -0.1263 -0.1666
C 0.82478 -2.94514 3.90529 -0.0266 -0.1108 -0.1157
C 0.80788 -3.33533 5.23480 0.0242 -0.0486 -0.0035
C 0.04487 -2.62431 6.15195 -0.0051 0.0303 0.0625
C -0.71372 -1.53693 5.73400 0.0371 -0.0117 -0.0535
C -0.71222 -1.15850 4.39893 -0.0312 0.0384 0.0377
H -5.34223 -1.29431 -0.28474 0.0435 0.0438 0.0603
H -4.62088 0.25291 0.15779 0.0283 -0.2263 -0.0446
H -4.25890 -1.20497 1.09883 -0.0012 0.0103 -0.1057
H -3.45681 -0.74765 -1.86723 -0.0573 -0.0120 -0.0392
H -3.12074 -2.22461 -0.96409 -0.0884 -0.0450 0.0031
H 0.38749 3.13509 -0.09372 0.1819 0.2036 -0.1158
H 0.69946 1.85497 1.09012 0.1620 -0.0532 0.0992
H -1.74980 3.71451 1.07111 -0.2420 0.0813 -0.2207
H -0.40109 3.76257 2.15846 0.0471 -0.0157 0.0436
H -1.50115 2.39828 2.23036 0.0450 0.0468 -0.1521
H -2.04087 -1.52096 1.97586 -0.0412 -0.0583 0.0709
H 2.98675 0.30804 2.31910 0.1100 0.0088 0.0591
H 4.08698 -0.82313 1.53327 0.2066 0.0485 0.1237
H 2.71701 -1.25387 4.27318 0.0244 0.0201 -0.0430
H 4.42831 -0.98350 3.96561 -0.0159 -0.0170 -0.0073
H 3.68262 -2.49320 3.46520 -0.0246 0.1221 -0.0285
H 2.88088 -3.00635 -0.41019 0.0359 -0.1697 -0.1283
H 1.15394 -2.86018 -0.75911 -0.0428 -0.1500 -0.0116
H 2.27891 -4.46763 1.64194 -0.0188 0.0083 -0.1763
H 1.72974 -5.17462 0.13331 -0.0326 0.0405 0.0473
H 0.57213 -4.35395 1.17825 0.0932 0.0413 -0.0246
H 1.40894 -3.51990 3.18778 -0.1116 0.1453 0.2391
H 1.38975 -4.19266 5.55887 -0.0674 0.1130 -0.0548
H 0.04852 -2.91299 7.19737 -0.0331 0.0132 -0.1073
H -1.31017 -0.98659 6.44941 0.0274 0.0134 -0.0057
H -1.29069 -0.29932 4.07359 0.0195 -0.0706 0.0386
S -2.71038 2.32553 -4.37580 -0.1698 0.0755 -0.4330
C -3.59994 2.84460 -2.98042 -0.0392 0.1159 -0.1149
C -4.82015 3.51479 -2.95525 0.0322 -0.0018 -0.2179
C -5.43727 3.67607 -1.73601 -0.1366 0.0089 0.1935
C -4.86465 3.14694 -0.57269 -0.0001 0.0335 0.0064
C -3.64250 2.50383 -0.60790 0.0780 0.2128 0.0276
C -2.97522 2.39774 -1.82022 0.4819 -0.0728 -0.1686
N -1.74146 1.75190 -2.08941 -0.4982 -0.0468 0.6199
C -1.58043 1.54774 -3.38356 0.0274 -0.1137 -0.1036
C -0.59739 0.56285 -3.81082 -0.1197 0.1552 0.1164
C -0.28784 0.30117 -5.13674 0.0440 0.0082 -0.3515
C 0.60598 -0.71756 -5.43256 0.0176 -0.0141 0.0026
C 1.18053 -1.45644 -4.40186 0.0051 0.0099 0.0907
C 0.87227 -1.17171 -3.06915 -0.0367 0.0904 -0.2021
C -0.02813 -0.15541 -2.75395 0.1604 -0.7371 0.3199
H -5.28455 3.87187 -3.86829 0.0697 -0.0474 0.0891
H -6.39482 4.18212 -1.68283 0.1113 -0.0467 0.0105
H -5.39402 3.23759 0.36848 0.0428 -0.0176 -0.0576
H -3.22177 2.06617 0.27800 0.1942 0.0506 0.3380
H -0.74324 0.88040 -5.93820 0.0935 -0.0934 0.0992
H 0.85109 -0.93979 -6.46458 -0.0204 0.0140 0.0873
H 1.87642 -2.25864 -4.63558 -0.1235 0.1167 0.0302
H 1.35504 -1.75167 -2.29091 -0.0322 0.0913 -0.1270
```
Forces are in eV/Å.

Calculated values
Strongest force on any atom = 1.19 eV Å⁻¹
<S²> = 4.038
Charge = +2
Gap between HOMO and LUMO (alpha / beta) = 6.65 / 6.84 eV
2S+1 = 4

Atomic partial charges in e from the Löwdin method, atoms 1 to 6:
1 Mn 0.63
2 C 0.03
3 C -0.48
4 C 0.03
5 O -0.05
6 C -0.50

No. 2
Below is one molecule with the formula C7H8O, with properties calculated with ωB97M-V/def2-TZVPD.

The geometry in XYZ format:
```
16
Properties=species:S:1:pos:R:3:forces:R:3
C 2.39963 -1.15330 0.63734 0.3985 2.2995 -0.8760
C 1.79680 -0.32558 -0.07350 1.8099 -2.6673 3.7516
C 0.96931 0.57443 -0.77149 -0.0803 0.7079 0.9531
C -0.25343 1.39301 -0.21721 -0.9506 4.6414 3.0106
O -0.59360 1.42857 1.17113 0.0791 1.5209 -1.6765
C -0.46933 0.23038 -0.89318 -2.1114 -6.3976 -5.3788
C -1.09976 -1.25207 -0.52309 -1.7385 0.5993 1.3103
C -2.13653 -1.17387 0.37215 0.3291 1.5526 2.1265
H 3.26017 -1.48752 1.30240 -1.9226 0.2603 -1.3328
H 1.52918 1.08369 -1.49194 0.2273 0.5928 -1.5992
H -0.59552 2.39770 -0.70502 1.1567 -1.9870 0.7611
H 0.01698 0.76516 1.36965 1.3742 -1.9418 2.3527
H -0.74939 0.52687 -1.89971 -0.5404 -0.7479 -0.2890
H -0.91180 -2.35267 -0.95999 0.2950 3.1653 0.4595
H -2.78449 -2.06242 0.83447 1.6647 1.9481 -1.4644
H -2.25646 -0.05738 0.99500 0.0094 -3.5461 -2.1087
```
Forces are in eV/Å.

Calculated values
Energy relative to the best compared isomer or geometry (same formula, charge and spin) = 669.2 kJ/mol
Strongest force on any atom = 8.62 eV Å⁻¹
SMILES string = C#C[C@@H]1[C@H](O)[C@@H]1C=C
Charge = 0
Gap between HOMO and LUMO = 9.88 eV

Atomic partial charges in e from the Löwdin method, atoms 1 to 6:
1 C 0.11
2 C -0.13
3 C -0.20
4 C -0.27
5 O -0.01
6 C -0.25

No. 3
Below is C14H16Br3CaCsF5MgN3O12S as an isolated structure, with properties calculated with ωB97M-V/def2-TZVPD.

The geometry in XYZ format:
```
57
Properties=species:S:1:pos:R:3:forces:R:3
O 6.24758 5.01862 -0.22113 -0.1211 -0.2410 0.0008
N 5.61532 4.26174 -0.82782 0.8792 0.4601 -0.5380
O 4.51628 3.75794 -0.05724 -1.4796 -0.7958 0.4341
C 3.41559 4.60438 -0.28482 -0.2118 0.9274 0.0107
C 2.92501 4.84204 -1.72915 -1.0842 0.6587 0.2879
C 1.86914 6.01144 -1.38364 1.3400 -1.8222 -0.4332
C 1.27974 5.36403 -0.06253 2.5422 -1.1333 -1.8125
O 0.31848 5.68207 0.48499 -2.8289 0.9157 1.3588
N 2.15734 4.27490 0.39937 0.8229 0.2514 -0.3322
H 3.68835 5.58286 0.15352 0.1103 -0.1116 -0.3357
H 3.68918 5.06036 -2.52889 -0.5036 -0.6234 1.7287
H 2.20843 4.00689 -2.01190 1.5550 0.3712 0.0013
H 2.46409 6.89023 -1.10767 -0.6122 0.2206 -0.3464
H 1.16755 6.14216 -2.25401 0.3316 0.4013 1.3580
H 1.84864 3.36884 0.04359 -0.3299 0.0352 0.4795
Mg 3.17926 5.77803 -4.25049 0.3174 0.9938 -1.5478
C -3.07321 6.29531 1.22694 0.4786 0.0010 0.6286
O -3.28616 6.42793 0.01627 -0.1115 0.0320 -0.3936
O -3.06784 5.18284 1.82723 1.0020 -0.7411 -0.9115
O -2.84170 7.24221 2.03431 0.3753 0.4464 -0.4055
F -4.79947 6.08111 2.88115 -3.6371 0.7630 2.0868
Cs 0.54223 3.66574 -4.27471 -0.7459 -0.5817 -0.2254
Ca -6.43029 6.69115 3.88756 1.8996 -0.6383 -1.1366
C 1.73956 -3.83404 -1.83938 -0.0077 -0.1834 0.0061
C 1.24600 -4.24922 -3.07059 0.1000 0.1586 0.0637
C 1.60433 -3.57264 -4.22704 -0.1516 -0.1565 -0.1350
C 2.45989 -2.48577 -4.13403 -0.0793 -0.2137 0.2747
C 2.95592 -2.06161 -2.91142 0.1504 0.2262 0.1453
C 2.59150 -2.74044 -1.76210 -0.0931 -0.0584 -0.0486
N 2.85515 -1.76635 -5.34813 -0.0547 0.0282 0.0121
O 2.38764 -2.13009 -6.40898 0.0845 0.0885 0.0958
O 3.62450 -0.82708 -5.21734 -0.1040 0.0381 -0.1376
H 1.45736 -4.36108 -0.92687 0.2288 0.0949 -0.8790
H 0.58069 -5.10065 -3.12729 0.0207 0.0197 -0.0141
H 1.21458 -3.89686 -5.18174 0.1191 0.1129 -0.0527
H 3.61928 -1.21085 -2.84366 0.0157 -0.0470 -0.1749
H 2.97166 -2.41828 -0.80086 0.0155 -0.0156 -0.0269
C -0.04291 -5.37454 2.50826 -0.4498 -0.1346 0.3650
Br 1.22830 -6.27024 3.66754 0.3445 -0.7772 0.3150
Br 0.84855 -4.29916 1.15446 -0.2512 -0.0060 0.8113
Br -1.29585 -6.61010 1.72226 0.1859 0.1480 0.0225
H -0.61558 -4.69134 3.12352 -0.0117 0.0271 -0.1267
F 2.02551 -7.94755 4.95210 -0.0785 0.6309 -0.3612
C -3.72890 -8.74896 5.21958 -0.4464 0.0200 -0.0398
F -4.35421 -9.94063 5.21618 0.2041 0.0694 0.0148
F -4.00678 -8.16355 4.03624 0.1798 -0.0336 0.0953
F -4.32717 -8.00188 6.16855 0.1938 -0.0433 -0.0486
S -1.91019 -8.91608 5.50463 1.1326 -0.3316 0.0918
O -1.45431 -9.73465 4.40512 -0.4539 0.0883 -0.1921
O -1.81018 -9.55223 6.79792 -0.4659 0.1220 0.0457
O -1.42466 -7.54986 5.47388 -0.3828 0.2781 -0.1197
C -5.64526 4.33431 -1.03726 0.1185 -0.1517 0.2965
O -6.09570 3.26677 -0.20757 -0.2043 -0.0357 0.0088
H -6.16800 4.28426 -1.99110 -0.0990 -0.1291 0.0815
H -5.86168 5.28997 -0.55621 0.2041 0.1415 -0.1965
H -4.57071 4.24031 -1.21024 -0.0440 0.2746 -0.0303
H -5.61813 3.33318 0.62640 0.0919 -0.0388 -0.1191
```
Forces are in eV/Å.

Calculated values
Energy relative to the best compared isomer or geometry (same formula, charge and spin) = 163.4 kJ/mol
Strongest force on any atom = 4.26 eV Å⁻¹
Charge = 0
Gap between HOMO and LUMO = 0.98 eV

Atomic partial charges in e from the Löwdin method, atoms 1 to 6:
1 O 0.14
2 N 0.00
3 O -0.05
4 C -0.40
5 C -0.28
6 C -0.09